This record from the OMol25 dataset describes a cluster of 13 separate species, C8H42O17 in total in a non-equilibrium geometry. The level of theory is ωB97M-V with the def2-TZVPD basis set.

Last column: natural (NBO) charge in e.
Atoms and positions in Å:
C (27.201, -16.011, 4.329)  -0.092
C (27.026, -17.537, 3.903)  -0.099
O (27.785, -17.903, 2.759)  -0.700
O (26.801, -15.086, 3.313)  -0.736
H (28.257, -15.813, 4.518)  0.181
H (26.659, -15.732, 5.232)  0.167
H (25.954, -17.606, 3.723)  0.146
H (27.088, -18.246, 4.729)  0.189
H (27.411, -17.317, 2.097)  0.471
H (25.848, -14.992, 3.247)  0.472
C (12.353, -19.644, -0.360)  -0.083
C (12.253, -18.254, -1.220)  -0.092
O (12.981, -17.375, -0.395)  -0.720
O (13.530, -20.327, -0.670)  -0.715
H (11.538, -20.364, -0.426)  0.162
H (12.272, -19.511, 0.718)  0.190
H (11.241, -17.849, -1.186)  0.157
H (12.581, -18.246, -2.260)  0.169
H (12.774, -16.501, -0.734)  0.462
H (13.414, -20.744, -1.527)  0.468
C (22.611, -19.882, -1.585)  -0.090
C (21.097, -19.835, -1.416)  -0.088
O (20.499, -20.360, -2.608)  -0.736
O (23.136, -18.574, -1.798)  -0.722
H (22.983, -20.510, -2.394)  0.184
H (22.936, -20.263, -0.617)  0.163
H (20.690, -18.833, -1.281)  0.182
H (20.715, -20.551, -0.688)  0.173
H (19.566, -20.134, -2.592)  0.464
H (24.050, -18.705, -2.059)  0.469
C (14.659, -20.039, -10.436)  -0.081
C (16.048, -19.578, -9.965)  -0.097
O (16.657, -20.527, -9.104)  -0.713
O (13.937, -18.946, -10.987)  -0.701
H (14.127, -20.488, -9.597)  0.179
H (14.719, -20.757, -11.253)  0.153
H (15.813, -18.756, -9.288)  0.161
H (16.729, -19.168, -10.711)  0.164
H (17.553, -20.183, -9.126)  0.469
H (14.168, -19.148, -11.897)  0.464
O (16.372, -20.453, 3.862)  -0.938
H (16.143, -19.798, 4.522)  0.467
H (16.012, -20.106, 3.045)  0.471
O (17.120, -16.140, 2.228)  -0.939
H (16.518, -15.879, 2.925)  0.468
H (16.554, -16.498, 1.544)  0.472
O (23.173, -22.465, 5.148)  -0.937
H (22.928, -21.722, 5.699)  0.464
H (22.369, -22.694, 4.682)  0.472
O (13.858, -23.200, -5.428)  -0.938
H (14.711, -23.063, -5.840)  0.471
H (13.224, -23.021, -6.122)  0.467
O (27.949, -15.195, -5.096)  -0.935
H (27.286, -15.651, -5.616)  0.467
H (28.499, -14.752, -5.743)  0.468
O (22.528, -20.612, -7.096)  -0.939
H (22.105, -20.678, -6.240)  0.473
H (23.376, -20.207, -6.915)  0.466
O (21.857, -14.968, 1.360)  -0.942
H (20.953, -15.175, 1.599)  0.471
H (22.103, -15.654, 0.739)  0.470
O (28.648, -20.025, -3.676)  -0.937
H (29.028, -20.155, -4.545)  0.466
H (28.909, -19.138, -3.430)  0.471
O (19.487, -24.485, 3.224)  -0.940
H (18.796, -23.826, 3.287)  0.471
H (19.020, -25.321, 3.210)  0.469

Computed properties:
Molecular weight: 410.407 g/mol
HOMO-LUMO gap: 9.913 eV
Net charge: 0
Energy: -1608.881261 hartree
ΔE to the lowest compared entry with this formula, charge and spin: 260.1 kJ/mol